{
  "formula": "C4H7N3",
  "method": "ωB97M-V/def2-TZVPD",
  "elements": ["H", "N", "C", "C", "C", "N", "C", "N", "H", "H", "H", "H", "H", "H"],
  "positions_angstrom": [[-2.7032, -1.5160, -0.7638], [-2.6206, -0.5055, -0.6825], [-1.4062, -0.2045, -0.4224], [-0.1929, -1.0257, -0.2203], [0.8183, -0.2300, 0.1652], [2.1128, -0.5396, 0.5342], [0.3251, 1.1892, 0.3103], [-0.9912, 1.1180, -0.2819], [-0.1399, -2.1005, -0.3548], [2.8059, 0.1513, 0.2745], [2.4148, -1.4736, 0.2889], [0.3090, 1.4373, 1.3828], [0.9706, 1.9145, -0.2052], [-1.7023, 1.7850, -0.0251]],
  "atomic_forces_ev_per_a": [[-0.1, 0.1, 0.0], [0.4, -0.1, 0.1], [0.0, 0.0, 0.0], [0.2, 0.0, 0.0], [-0.3, 0.0, 0.0], [0.1, -0.1, -0.2], [0.2, 0.0, 0.0], [-0.2, 0.0, 0.1], [-0.1, 0.2, 0.0], [-0.1, -0.1, 0.1], [-0.1, 0.1, 0.0], [0.0, 0.1, -0.2], [-0.1, -0.1, 0.1], [0.1, -0.1, 0.0]],
  "mulliken_charge": [0.2178, -0.7904, 0.2487, -0.3979, 0.3030, -0.4942, -0.4398, -0.2626, 0.3134, 0.2442, 0.2472, 0.2164, 0.3275, 0.2668],
  "fmax_ha_per_bohr": 0.0081,
  "relative_energy_kcal_mol": 0.2,
  "homo_lumo_gap_ev": 9.21,
  "smiles": "[H]/N=C1\\C=C(N)CN1",
  "energy_ha": -320.88295,
  "lumo_energy_ha": 0.03015
}

---

{
  "formula": "C4H7N3",
  "method": "ωB97M-V/def2-TZVPD",
  "elements": ["C", "N", "C", "C", "C", "N", "N", "H", "H", "H", "H", "H", "H", "H"],
  "positions_angstrom": [[1.2423, -0.9277, 0.6200], [0.8922, -1.2681, -0.5980], [-0.2516, -0.7163, -1.2642], [-1.1816, 0.1028, -0.3335], [-1.3343, 1.5102, -0.0001], [0.0543, 0.9549, 0.2496], [0.6018, 0.1136, 1.2288], [2.4471, -1.1249, 1.0672], [-0.6542, -1.3967, -1.9848], [0.1696, 0.0953, -1.9321], [-1.6070, -0.6269, 0.2756], [-1.7412, 1.6973, 1.0233], [-1.4130, 2.3669, -0.5874], [1.1115, 0.5715, 1.8419]],
  "atomic_forces_ev_per_a": [[2.5, -0.1, -3.1], [1.5, -1.0, 3.0], [0.3, 3.4, -2.3], [3.1, -0.3, -1.4], [0.7, -1.4, 4.4], [-1.4, -0.2, -2.1], [-3.5, -1.3, -0.9], [-4.0, -0.1, -1.2], [-0.7, -0.9, 0.1], [-0.2, -1.0, 0.3], [-0.8, -0.4, 2.0], [-0.8, -0.4, -1.1], [0.5, 1.0, -1.4], [2.9, 2.7, 3.7]],
  "mulliken_charge": [0.1000, -0.5077, -0.4653, -0.2541, -0.0903, -0.3638, -0.2428, 0.2261, 0.4512, 0.1928, 0.2124, 0.2327, 0.2312, 0.2778],
  "fmax_ha_per_bohr": 0.1056,
  "relative_energy_kcal_mol": 138.1,
  "homo_lumo_gap_ev": 9.13,
  "smiles": "C1=NC[C@@H]2CN2N1",
  "energy_ha": -320.66314,
  "lumo_energy_ha": 0.03775
}

---

{
  "formula": "C4H7N3",
  "method": "ωB97M-V/def2-TZVPD",
  "elements": ["N", "C", "C", "C", "N", "C", "N", "H", "H", "H", "H", "H", "H", "H"],
  "positions_angstrom": [[0.1016, -0.4764, 2.3888], [0.0997, -0.1674, 1.0160], [-0.6537, 0.5617, 0.1856], [-0.2351, 0.3325, -1.2034], [-0.8940, 1.0457, -2.2639], [0.8054, -0.5328, -1.3520], [1.0357, -0.9034, 0.1441], [0.6849, 0.1485, 2.9370], [-0.8355, -0.4589, 2.7733], [-1.4567, 1.2283, 0.4821], [-1.3952, 0.3869, -2.8528], [-0.1869, 1.4602, -2.8625], [0.9137, -1.9126, 0.2488], [2.0161, -0.7125, 0.3588]],
  "atomic_forces_ev_per_a": [[-0.1, 0.2, 0.0], [-0.1, 0.1, -0.4], [0.1, -0.1, 0.2], [0.2, -0.2, 0.0], [0.1, -0.1, -0.1], [-0.3, 0.3, 0.3], [0.1, -0.1, 0.0], [0.0, -0.1, -0.1], [0.1, 0.0, 0.0], [0.1, -0.1, 0.0], [0.0, 0.1, 0.1], [-0.1, 0.0, 0.0], [0.0, 0.1, 0.0], [-0.1, 0.0, 0.0]],
  "mulliken_charge": [-0.5312, 0.0055, -0.5275, 0.6400, -0.5979, -1.2105, 0.0376, 0.2555, 0.2646, 0.3483, 0.2838, 0.3018, 0.3677, 0.3625],
  "fmax_ha_per_bohr": 0.0110,
  "relative_energy_kcal_mol": 75.6,
  "homo_lumo_gap_ev": 8.49,
  "energy_ha": -320.76286,
  "lumo_energy_ha": 0.02113
}

---

{
  "formula": "C4H7N3",
  "method": "ωB97M-V/def2-TZVPD",
  "elements": ["N", "C", "C", "C", "N", "N", "C", "H", "H", "H", "H", "H", "H", "H"],
  "positions_angstrom": [[-1.3882, -0.0953, -1.1627], [-1.1285, -0.0574, 0.2110], [-0.0021, 0.6868, 0.8499], [1.0430, 1.0282, -0.0944], [1.6286, 0.0821, -0.7317], [0.9942, -1.1404, -0.3229], [0.0190, -0.8820, 0.7285], [-1.4939, 0.8475, -1.5622], [-0.6124, -0.4916, -1.6339], [-2.0224, -0.0398, 0.8638], [-0.1228, 1.2090, 1.7319], [1.3779, 2.0699, -0.4022], [1.8164, -1.6742, -0.0378], [-0.1088, -1.5428, 1.5628]],
  "atomic_forces_ev_per_a": [[-1.0, 1.4, -0.9], [-1.0, -0.8, 1.5], [0.9, -1.4, -1.4], [1.7, 2.0, -1.3], [-1.4, -0.1, 0.5], [1.3, -0.1, 0.4], [-0.2, 1.5, -0.7], [-0.1, -0.6, 0.3], [0.8, -0.7, -0.6], [0.5, -0.3, -0.5], [-0.3, 1.0, 1.6], [-0.5, -1.3, 0.8], [-0.7, -0.5, 0.1], [0.2, -0.3, 0.1]],
  "mulliken_charge": [-0.6876, -0.1408, -0.3862, -0.1610, -0.5304, -0.2765, -0.3038, 0.2478, 0.3625, 0.3374, 0.4572, 0.3804, 0.3253, 0.3756],
  "fmax_ha_per_bohr": 0.0570,
  "relative_energy_kcal_mol": 49.8,
  "homo_lumo_gap_ev": 9.93,
  "smiles": "N[C@@H]1[C@@H]2C=NN[C@H]12",
  "energy_ha": -320.80392,
  "lumo_energy_ha": 0.03647
}

---

{
  "formula": "C4H7N3",
  "method": "ωB97M-V/def2-TZVPD",
  "elements": ["H", "N", "C", "N", "C", "C", "C", "N", "H", "H", "H", "H", "H", "H"],
  "positions_angstrom": [[-1.7080, 1.5827, -0.5443], [-0.9597, 2.0656, 0.0157], [0.2248, 1.4890, -0.0616], [0.3076, 0.0683, -0.2341], [-0.6769, -0.8286, -0.2659], [-1.9311, -0.9227, 0.1837], [1.6329, -0.5739, 0.0021], [2.7451, -0.0371, 0.0858], [2.8914, 0.9580, 0.1026], [1.1249, 1.9271, 0.2135], [-0.1018, -1.8643, -0.5704], [-2.7389, -0.2715, 0.7152], [-2.3552, -2.0012, 0.0771], [1.5449, -1.5912, 0.2807]],
  "atomic_forces_ev_per_a": [[1.0, -0.1, 1.3], [2.7, -0.1, -1.8], [-6.1, -2.2, 0.4], [4.4, 2.4, 0.2], [-0.4, -4.4, 0.0], [-2.7, -1.7, 0.5], [-1.6, 2.4, -0.1], [1.3, -0.3, 0.6], [-0.4, 0.3, -0.6], [1.3, 1.0, 0.6], [-2.4, 2.3, 0.5], [2.2, -0.5, -1.3], [0.8, 2.0, 0.1], [-0.2, -1.2, -0.3]],
  "mulliken_charge": [0.2638, -0.6750, 0.0507, -0.0205, 0.0745, -0.8018, 0.0673, -0.5861, 0.2548, 0.3374, 0.1928, 0.2966, 0.1931, 0.3525],
  "fmax_ha_per_bohr": 0.1258,
  "relative_energy_kcal_mol": 71.6,
  "homo_lumo_gap_ev": 9.47,
  "smiles": "[H]/N=C\\N(C=C)/C=N\\[H]",
  "energy_ha": -320.76912,
  "lumo_energy_ha": 0.02625
}

---

{
  "formula": "C4H7N3",
  "method": "ωB97M-V/def2-TZVPD",
  "elements": ["C", "N", "C", "C", "C", "N", "N", "H", "H", "H", "H", "H", "H", "H"],
  "positions_angstrom": [[2.5339, 0.2416, 0.0749], [1.2439, -0.3895, 0.0522], [0.1714, 0.2924, -0.0235], [-1.1208, -0.3886, -0.0184], [-2.4994, 0.1935, -0.1248], [-0.8915, -1.6759, 0.0839], [-0.2145, -2.5862, 0.1822], [3.0973, -0.1428, 0.9328], [2.4989, 1.3397, 0.1340], [3.0893, -0.0494, -0.8246], [0.1432, 1.3898, -0.0840], [-3.2154, -0.3734, 0.4789], [-2.5005, 1.2205, 0.2546], [-2.8792, 0.2217, -1.1541]],
  "atomic_forces_ev_per_a": [[0.2, 0.1, 0.0], [-0.3, 0.3, 0.0], [0.2, -0.2, 0.0], [0.1, 0.0, 0.0], [0.0, 0.0, 0.0], [0.7, -0.9, 0.1], [-1.1, 0.7, -0.1], [0.0, 0.1, -0.1], [0.0, -0.1, 0.0], [0.0, 0.1, 0.1], [0.0, -0.1, 0.0], [0.1, 0.1, -0.1], [0.1, -0.2, 0.0], [0.1, 0.0, 0.1]],
  "mulliken_charge": [-0.7309, -0.3788, 0.3011, 0.1102, -1.1823, 0.5280, -0.6143, 0.2457, 0.2926, 0.2423, 0.2975, 0.3224, 0.3282, 0.2382],
  "fmax_ha_per_bohr": 0.0247,
  "relative_energy_kcal_mol": 52.2,
  "homo_lumo_gap_ev": 8.68,
  "energy_ha": -320.80009,
  "lumo_energy_ha": 0.02711
}

---

{
  "formula": "C4H7N3",
  "method": "ωB97M-V/def2-TZVPD",
  "elements": ["N", "C", "C", "C", "N", "C", "N", "H", "H", "H", "H", "H", "H", "H"],
  "positions_angstrom": [[2.1191, 0.6002, 1.1386], [0.9570, 0.3430, 0.4085], [-0.1361, -0.4623, 0.6914], [-1.0043, -0.3695, -0.5611], [-2.2677, -1.0102, -0.6090], [-0.3737, 0.4318, -1.5301], [0.7881, 0.7973, -0.8641], [2.3697, 1.5818, 1.1612], [2.0713, 0.2378, 2.0817], [-0.4042, -0.9294, 1.6300], [-2.5455, -1.0886, -1.5822], [-2.9696, -0.4465, -0.1385], [-0.1162, -1.2917, -0.2675], [1.5172, 1.3223, -1.3283]],
  "atomic_forces_ev_per_a": [[0.0, 0.1, 0.1], [-0.2, 0.0, -0.3], [0.0, 0.1, 0.1], [-0.1, 0.2, -0.2], [-0.1, 0.2, -0.1], [0.1, -0.2, 0.5], [0.2, 0.0, 0.1], [0.0, -0.1, 0.0], [0.0, 0.0, -0.1], [0.0, 0.1, -0.2], [0.0, 0.0, 0.1], [0.1, -0.1, 0.0], [0.1, 0.0, -0.1], [-0.1, -0.1, 0.0]],
  "mulliken_charge": [-0.5674, 0.2475, -0.4947, 0.5556, -0.5946, -1.0403, 0.0578, 0.2532, 0.2384, 0.3893, 0.3145, 0.2621, 0.1780, 0.2006],
  "fmax_ha_per_bohr": 0.0112,
  "relative_energy_kcal_mol": 80.1,
  "homo_lumo_gap_ev": 8.24,
  "energy_ha": -320.75560,
  "lumo_energy_ha": 0.02584
}

---

{
  "formula": "C4H7N3",
  "method": "ωB97M-V/def2-TZVPD",
  "elements": ["H", "N", "C", "C", "N", "N", "C", "C", "H", "H", "H", "H", "H", "H"],
  "positions_angstrom": [[2.2988, -1.4046, -1.1498], [1.4403, -1.3383, -0.6077], [1.3583, -0.2385, 0.0367], [2.3689, 0.8163, -0.0538], [3.1411, 1.6673, -0.1913], [0.3097, 0.0922, 0.8633], [-0.9938, -0.5106, 0.5909], [-1.8273, 0.3349, -0.3959], [0.2904, 1.0627, 1.1599], [-0.7726, -1.4975, 0.1856], [-1.5199, -0.6603, 1.5372], [-1.1493, 0.9349, -1.0194], [-2.5146, 1.0218, 0.1235], [-2.4300, -0.2801, -1.0792]],
  "atomic_forces_ev_per_a": [[-0.1, 0.1, 0.1], [0.0, 0.4, 0.2], [0.0, -0.2, -0.1], [0.9, 0.8, -0.1], [-0.8, -0.9, 0.2], [0.0, 0.2, -0.2], [-0.1, -0.1, -0.1], [0.0, 0.1, -0.1], [0.1, -0.3, -0.1], [-0.1, 0.1, 0.0], [0.1, 0.1, -0.1], [-0.2, -0.2, 0.1], [0.3, -0.2, -0.1], [0.2, 0.1, 0.3]],
  "mulliken_charge": [0.2425, -0.6797, 0.6986, 0.0737, -0.3749, -0.3463, -0.5168, -0.9447, 0.2593, 0.3696, 0.3289, 0.3037, 0.3015, 0.2847],
  "fmax_ha_per_bohr": 0.0232,
  "relative_energy_kcal_mol": 13.3,
  "homo_lumo_gap_ev": 10.47,
  "smiles": "[H]/N=C(\\C#N)NCC",
  "energy_ha": -320.86207,
  "lumo_energy_ha": 0.02568
}